No. 1
Formula: C4H7O3Sm
Source: the OMol25 dataset
Level of theory: ωB97M-V with the def2-TZVPD basis set

Cartesian coordinates (Å):
1 C 0.0827 1.0794 0.6484
2 C -0.6576 1.8204 -0.4372
3 H 0.4540 1.7582 1.4253
4 H -0.5349 0.3155 1.1318
5 H 0.0135 2.5084 -0.9683
6 H -1.4682 2.4023 0.0227
7 H -1.0928 1.1142 -1.1566
8 O 2.5408 -1.2561 -0.2240
9 Sm 3.7646 0.5880 -0.1279
10 O 1.2421 0.3970 0.1103
11 C 1.3254 -0.9932 -0.0426
12 O -0.2008 -2.2600 -0.2304
13 C -1.5215 -2.3700 -0.3064
14 H -1.8594 -3.4199 -0.2012
15 H -2.0877 -1.6843 0.3561

Cartesian forces (eV/Å) of the 3 atoms listed first:
-0.13 -0.46 0.07
-0.15 0.00 -0.05
-0.07 -0.16 -0.18

Values from the calculation:
Lowest unoccupied orbital energy (alpha / beta) = -4.82 / -4.74 eV
Gap between HOMO and LUMO (alpha / beta) = 4.63 / 4.84 eV
E = -1039.83793 a.u.
⟨S²⟩ = 12.011
E_HOMO (alpha / beta) = -9.4475 / -9.5788 eV
Charge = +1
ΔE to the lowest compared entry with this formula, charge and spin = 75.8 kcal/mol
2S+1 = 7

=====

No. 2
Formula: C4H7O3V
Source: the OMol25 dataset
Level of theory: ωB97M-V with the def2-TZVPD basis set

Cartesian coordinates (Å):
1 H -1.5344 -1.5544 0.0056
2 V -3.8361 1.1375 -0.1606
3 O -2.4220 0.3788 -0.8730
4 C -1.6435 -0.5533 -0.6975
5 O -0.6740 -0.8154 -1.5172
6 C 0.0272 -1.9629 -1.1490
7 H 1.0364 -1.9643 -1.5506
8 H -0.5323 -2.8949 -1.0984
9 O -0.1947 0.2113 1.0856
10 C 0.7625 0.7684 0.5894
11 C 1.8212 1.4822 1.3514
12 H 0.8876 0.7676 -0.5174
13 H 1.6496 1.4342 2.4318
14 H 2.7952 1.0382 1.0931
15 H 1.8573 2.5271 1.0067

Cartesian forces (eV/Å) of the 3 atoms listed first:
-2.06 2.92 -0.36
-2.35 1.39 1.16
0.34 0.77 -1.28

Values from the calculation:
Lowest unoccupied orbital energy (alpha / beta) = -11.09 / -10.69 eV
Gap between HOMO and LUMO (alpha / beta) = 5.88 / 6.70 eV
E = -1325.45942 a.u.
⟨S²⟩ = 6.013
E_HOMO (alpha / beta) = -16.9650 / -17.3836 eV
Charge = +2
ΔE to the lowest compared entry with this formula, charge and spin = 7.3 kcal/mol
2S+1 = 5

=====

No. 3
Formula: C4H7O4
Source: the OMol25 dataset
Level of theory: ωB97M-V with the def2-TZVPD basis set

Cartesian coordinates (Å):
1 O -1.1184 0.1996 -2.0445
2 C -0.3479 0.7901 -1.2709
3 O 0.5107 1.6874 -1.5314
4 C -0.3050 0.4348 0.2795
5 C -1.1699 -0.6971 0.5766
6 C -0.5818 -2.0120 0.8001
7 O -1.1314 -2.8490 1.5292
8 H -0.5066 1.3644 0.8428
9 H 0.7549 0.2058 0.6595
10 H -1.9932 -0.5737 1.3541
11 H -1.5807 -0.9794 -0.4622
12 H 0.2412 -2.2994 0.1177
13 H 3.0215 1.1529 -0.3426
14 H 1.7274 1.8508 -0.6337
15 O 2.4791 1.7248 0.1258

Cartesian forces (eV/Å) of the 3 atoms listed first:
0.27 0.26 0.58
1.30 0.33 0.90
-0.44 0.06 -0.93

Values from the calculation:
Lowest unoccupied orbital energy = 3.80 eV
Gap between HOMO and LUMO = 8.95 eV
E = -457.63123 a.u.
E_HOMO = -5.1529 eV
Charge = -1
ΔE to the lowest compared entry with this formula, charge and spin = 24.4 kcal/mol

=====

No. 4
Formula: C4H7OP
Source: the OMol25 dataset
Level of theory: ωB97M-V with the def2-TZVPD basis set

Cartesian coordinates (Å):
1 C 0.1410 -0.3697 -0.9717
2 C 0.7193 -0.0091 0.0970
3 C -1.3833 -0.1113 -1.1628
4 C 2.1036 -0.1629 0.6422
5 O -2.8106 1.3415 2.2675
6 P -1.3913 1.0787 2.3933
7 H 0.5704 -0.9381 -1.8643
8 H -1.5736 -0.4427 -2.1274
9 H -1.8236 -0.7710 -0.4738
10 H -1.5537 0.9050 -0.8646
11 H 2.6906 -0.5079 -0.2123
12 H 2.3545 0.9298 0.8836
13 H 1.9567 -0.9423 1.3935

Cartesian forces (eV/Å) of the 3 atoms listed first:
-2.38 -0.82 -2.95
1.73 0.10 1.41
2.85 -0.06 1.21

Values from the calculation:
Lowest unoccupied orbital energy (alpha / beta) = -0.78 / -1.03 eV
Gap between HOMO and LUMO (alpha / beta) = 7.48 / 6.45 eV
E = -573.03419 a.u.
E_HOMO (alpha / beta) = -8.2562 / -7.4802 eV
Charge = 0
ΔE to the lowest compared entry with this formula, charge and spin = 101.1 kcal/mol

=====

No. 5
Formula: C4H7OP
Source: the OMol25 dataset
Level of theory: ωB97M-V with the def2-TZVPD basis set

Cartesian coordinates (Å):
1 C -0.4196 0.2089 0.4764
2 C -0.5902 -0.7016 -0.5061
3 C 0.7713 1.0366 0.8700
4 C 0.2031 -0.9495 -1.7162
5 O -1.5035 0.4559 1.3752
6 P -1.3477 0.4700 2.9688
7 H 0.4680 1.3222 1.9852
8 H 0.8561 1.9721 0.4104
9 H 1.7476 0.5229 0.8583
10 H 0.6854 -1.9450 -1.7967
11 H 1.0337 -0.3370 -1.8305
12 H -0.3212 -0.8310 -2.6340
13 H -1.5830 -1.2243 -0.4608

Cartesian forces (eV/Å) of the 3 atoms listed first:
0.26 -0.59 -0.71
-2.16 0.63 1.46
-0.60 -0.81 2.84

Values from the calculation:
Lowest unoccupied orbital energy (alpha / beta) = -0.69 / -0.64 eV
Gap between HOMO and LUMO (alpha / beta) = 6.95 / 6.96 eV
E = -573.08447 a.u.
E_HOMO (alpha / beta) = -7.6390 / -7.5954 eV
Charge = 0
ΔE to the lowest compared entry with this formula, charge and spin = 69.5 kcal/mol

=====

No. 6
Formula: C4H8
Source: the OMol25 dataset
Level of theory: ωB97M-V with the def2-TZVPD basis set

Cartesian coordinates (Å):
1 C 0.3798 -0.1080 -1.9365
2 C -0.0565 0.2901 -0.5356
3 C 0.1680 -0.4074 0.6565
4 C -0.4393 0.1309 1.8875
5 H 0.1589 0.3642 -2.8847
6 H 1.4989 0.0140 -2.0209
7 H 0.0738 -1.1822 -1.9758
8 H -0.6114 1.3065 -0.4671
9 H 0.6745 -1.3895 0.7475
10 H -0.2943 -0.2794 2.8532
11 H -1.4454 -0.0323 1.5432
12 H -0.1071 1.2931 2.1329

Cartesian forces (eV/Å) of the 3 atoms listed first:
1.80 -1.70 0.86
-0.26 0.71 1.76
0.81 0.99 -3.25

Values from the calculation:
Lowest unoccupied orbital energy = 1.29 eV
Gap between HOMO and LUMO = 9.97 eV
E = -157.12582 a.u.
SMILES = C/C=C/C
E_HOMO = -8.6812 eV
Charge = 0
ΔE to the lowest compared entry with this formula, charge and spin = 36.5 kcal/mol

=====

No. 7
Formula: C4H8
Source: the OMol25 dataset
Level of theory: ωB97M-V with the def2-TZVPD basis set

Cartesian coordinates (Å):
1 C -1.1931 1.4138 -0.0860
2 C -0.2057 1.4258 -0.9751
3 H -1.7421 0.5277 0.2202
4 H -1.6361 2.3195 0.3186
5 H -0.0747 0.6777 -1.7448
6 H 0.4276 2.3073 -0.9822
7 C 0.3874 -1.6503 0.0143
8 C 1.0749 -1.2185 1.0686
9 H -0.6059 -1.2731 -0.1594
10 H 0.8035 -2.3137 -0.7364
11 H 0.6081 -0.9260 2.0016
12 H 2.1561 -1.2903 1.0604

Cartesian forces (eV/Å) of the 3 atoms listed first:
-0.66 -0.17 -0.16
-0.47 0.75 0.25
-0.19 -0.07 -0.65

Values from the calculation:
Lowest unoccupied orbital energy = 1.32 eV
Gap between HOMO and LUMO = 10.62 eV
E = -157.10477 a.u.
SMILES = C=C.C=C
E_HOMO = -9.3053 eV
Charge = 0
ΔE to the lowest compared entry with this formula, charge and spin = 49.7 kcal/mol

=====

No. 8
Formula: C4H8
Source: the OMol25 dataset
Level of theory: ωB97M-V with the def2-TZVPD basis set

Cartesian coordinates (Å):
1 C -1.3200 0.3478 0.8793
2 C -2.5582 0.8291 0.8923
3 H -0.9750 0.0567 -0.2230
4 H -0.5728 0.5995 1.5774
5 H -3.4256 0.4288 0.3260
6 H -2.8068 1.6869 1.6347
7 C 1.8602 -1.1278 -1.2756
8 C 1.9424 -0.1311 -0.4267
9 H 1.3738 -1.9727 -0.8318
10 H 2.6578 -1.4510 -2.0737
11 H 1.0720 0.0341 0.1398
12 H 2.7521 0.6996 -0.6188

Cartesian forces (eV/Å) of the 3 atoms listed first:
-0.30 0.06 -4.42
-1.14 1.36 2.10
-0.60 -0.70 2.78

Values from the calculation:
Lowest unoccupied orbital energy = 1.17 eV
Gap between HOMO and LUMO = 10.95 eV
E = -157.07066 a.u.
SMILES = C=C.C=C
E_HOMO = -9.7849 eV
Charge = 0
ΔE to the lowest compared entry with this formula, charge and spin = 71.1 kcal/mol